1.
# C28H45GeN5Se5SiTi

A molecular structure, C28H45GeN5Se5SiTi (the ωB97M-V functional and the def2-TZVPD basis, the OMol25 dataset).

Geometry as XYZ:
```
86
Properties=species:S:1:pos:R:3
Ti -0.13 -0.72 0.12
Se 1.36 1.27 1.17
Se 3.12 -0.16 1.71
Se 2.14 -1.54 3.31
Se 0.14 -2.24 2.29
C 2.29 -4.12 0.41
C 2.60 -2.92 -0.45
C 3.89 -2.73 -0.91
C 4.16 -1.60 -1.67
C 3.16 -0.72 -1.98
C 1.85 -1.00 -1.55
N 1.60 -2.07 -0.76
N 0.74 -0.24 -1.81
Si 0.65 0.53 -3.35
C 1.07 -0.72 -4.70
C -1.06 1.17 -3.81
C 1.79 2.02 -3.54
H 2.60 -3.93 1.44
H 2.83 -4.99 0.03
H 1.22 -4.32 0.44
H 4.66 -3.45 -0.66
H 5.18 -1.40 -2.01
H 3.36 0.19 -2.53
H 0.31 -1.52 -4.72
H 2.04 -1.19 -4.53
H 1.09 -0.25 -5.68
H -1.80 0.38 -3.95
H -0.94 1.68 -4.77
H -1.46 1.89 -3.09
H 2.77 1.75 -3.95
H 1.95 2.50 -2.57
H 1.35 2.75 -4.22
N -1.27 -9.61 -5.54
C -1.35 -8.59 -5.02
C -1.46 -7.31 -4.37
C -2.63 -6.57 -4.50
C -2.74 -5.34 -3.87
C -1.68 -4.85 -3.13
C -0.50 -5.58 -3.01
C -0.40 -6.81 -3.62
N -1.79 -3.59 -2.49
C -2.50 -2.48 -2.93
C -2.25 -1.51 -2.02
N -1.42 -1.99 -1.04
C -1.16 -3.23 -1.35
H -3.46 -6.96 -5.08
H -3.66 -4.78 -3.94
H 0.34 -5.17 -2.46
H 0.52 -7.38 -3.54
H -3.06 -2.48 -3.85
H -2.59 -0.49 -2.01
H -0.53 -3.88 -0.77
C 0.21 6.90 -0.57
Ge -0.83 6.41 -2.15
C -1.94 7.93 -2.70
C 0.37 5.90 -3.60
C -1.98 4.87 -1.77
Se -1.03 3.39 -0.92
C -1.12 4.02 0.92
H 0.86 7.75 -0.80
H 0.84 6.06 -0.26
H -0.43 7.18 0.26
H -1.33 8.81 -2.93
H -2.64 8.20 -1.90
H -2.53 7.68 -3.58
H 1.08 6.70 -3.83
H -0.19 5.67 -4.50
H 0.94 5.02 -3.31
H -2.37 4.47 -2.72
H -2.85 5.12 -1.16
H -0.27 4.65 1.16
H -1.11 3.14 1.56
H -2.05 4.57 1.06
C -3.29 -1.93 1.84
C -3.28 -0.45 1.46
C -4.36 -0.19 0.41
C -1.90 0.11 1.06
H -4.29 -2.23 2.17
H -2.59 -2.13 2.65
H -3.01 -2.55 0.99
H -3.60 0.10 2.36
H -4.20 -0.79 -0.48
H -4.37 0.86 0.11
H -5.35 -0.44 0.79
H -1.39 0.45 1.97
H -2.08 1.03 0.47
```

As for the net charge: -1. Its spin multiplicity is 2. As for the relative energy (zero: lowest compared OMol25 entry of this formula, charge and spin): 0.0 kcal per mole.


2.
# C21H28N2O4S

A molecular structure, C21H28N2O4S at a distorted geometry (the ωB97M-V functional and the def2-TZVPD basis, the OMol25 dataset).

Geometry as XYZ:
```
56
Properties=species:S:1:pos:R:3
C 2.99 1.25 -2.42
C 2.13 1.48 -1.39
C 2.48 1.40 -0.08
C 1.47 1.49 0.95
C 0.15 1.75 0.53
C -0.30 2.02 -0.59
C 0.58 1.77 -1.49
H 0.35 2.06 -2.81
H -1.31 2.44 -0.98
H -0.54 2.06 1.47
H 1.69 1.57 2.00
S 3.86 0.87 0.35
O 5.00 1.33 -0.35
O 4.03 0.85 1.93
C 4.07 -1.01 -0.24
C 2.80 -1.75 0.41
C 2.68 -2.80 1.33
C 1.24 -3.04 1.28
C 0.86 -2.14 0.11
C -0.64 -2.21 -0.28
O -1.41 -3.20 -0.33
N -1.03 -1.04 -0.95
H -0.22 -0.30 -1.12
C -2.18 -0.95 -1.73
H -2.11 -1.61 -2.92
H -2.00 0.00 -2.39
C -3.42 -1.32 -1.13
N -3.76 0.25 -0.46
C -3.25 0.15 1.00
C -3.38 1.52 1.57
C -4.90 1.96 1.53
C -5.55 1.68 0.07
H -5.04 2.49 -0.44
H -6.61 1.74 0.20
C -5.27 0.25 -0.39
C -6.02 -0.57 0.36
H -5.76 -0.84 1.19
H -7.12 -0.51 0.52
H -5.91 -1.70 -0.13
H -5.68 0.46 -1.35
H -5.30 1.08 2.44
H -5.21 2.94 2.19
H -3.05 1.56 2.52
H -3.00 2.18 0.89
H -2.21 0.09 0.68
H -3.38 -0.66 1.56
H -3.27 -2.11 -0.41
H -4.07 -1.50 -1.82
O 1.75 -1.37 -0.48
H 0.62 -3.62 1.85
H 3.39 -2.97 1.92
H 4.23 -0.91 -1.24
H 5.16 -1.33 0.27
H 4.02 1.38 -2.08
H 3.00 0.15 -2.71
H 2.74 1.98 -3.14
```

As for the net charge: 0. Its spin multiplicity is 1. As for the relative energy (zero: lowest compared OMol25 entry of this formula, charge and spin): 436.8 kcal per mole.


3.
# C38H72ClF9N5O13

6 unconnected molecules or ions with the total composition C38H72ClF9N5O13 at a distorted geometry (the ωB97M-V functional and the def2-TZVPD basis, the OMol25 dataset).

Geometry as XYZ:
```
138
Properties=species:S:1:pos:R:3
C 1.75 3.91 -4.73
C 1.42 4.29 -6.30
C 2.67 4.09 -7.34
C 3.10 2.54 -7.63
C 1.94 1.42 -7.32
C 0.49 1.37 -8.08
C 0.20 2.53 -9.22
C -0.63 0.21 -7.65
C -2.02 0.33 -8.51
C -2.96 1.62 -8.12
N -3.34 2.46 -9.36
N -4.30 1.04 -7.62
N -2.37 2.54 -7.08
N -0.34 -0.85 -6.56
C -1.51 -1.77 -6.29
C -2.79 -1.01 -5.54
O -2.61 0.20 -4.94
Cl -4.44 -1.90 -5.56
C 1.02 -0.93 -5.82
C 1.34 -2.13 -4.70
F 2.82 -2.28 -4.43
F 1.03 -3.51 -5.25
C 0.68 -1.85 -3.23
F -0.84 -1.91 -3.22
F 0.95 -0.39 -2.94
C 1.12 -2.86 -2.03
F 1.03 -4.31 -2.43
F 0.06 -2.72 -0.96
C 2.54 -2.64 -1.31
F 2.43 -2.67 0.20
F 3.33 -1.46 -1.66
F 3.40 -3.84 -1.64
C 2.18 0.22 -6.19
O 3.51 0.31 -5.54
N 4.47 -0.29 -6.28
O 3.98 -1.07 -7.09
H 2.75 4.42 -4.33
H 1.69 2.76 -4.48
H 0.88 4.41 -4.09
H 0.43 3.74 -6.60
H 1.16 5.45 -6.31
H 2.53 4.65 -8.36
H 3.62 4.61 -6.82
H 3.32 2.47 -8.80
H 4.14 2.30 -7.12
H -0.31 3.47 -8.68
H 1.23 2.97 -9.65
H -0.39 2.16 -10.16
H -2.70 -0.61 -8.51
H -1.68 0.48 -9.65
H -2.51 2.96 -9.74
H -3.99 3.24 -9.04
H -4.64 0.39 -8.39
H -5.00 1.83 -7.64
H -3.00 2.68 -6.25
H -2.20 3.45 -7.59
H -1.83 -2.23 -7.35
H -1.30 -2.69 -5.61
C -5.21 -3.20 -1.28
O -6.36 -3.72 -0.61
C -7.52 -3.69 -1.44
C -7.83 -5.08 -2.01
O -6.82 -5.49 -2.94
C -5.91 -6.43 -2.37
H -4.32 -3.45 -0.69
H -5.09 -3.63 -2.28
H -5.28 -2.11 -1.35
H -7.42 -2.95 -2.24
H -8.36 -3.38 -0.80
H -8.77 -5.03 -2.56
H -7.95 -5.82 -1.21
H -6.40 -7.40 -2.27
H -5.55 -6.10 -1.39
H -5.06 -6.53 -3.04
C 0.97 -2.64 2.63
O 0.28 -1.94 3.66
C 0.13 -2.74 4.84
C 1.14 -2.34 5.91
O 2.48 -2.66 5.51
C 3.19 -1.52 5.05
H 1.24 -1.92 1.85
H 1.88 -3.12 3.00
H 0.31 -3.40 2.18
H 0.20 -3.81 4.61
H -0.88 -2.55 5.22
H 0.94 -2.91 6.83
H 1.06 -1.27 6.16
H 3.47 -0.89 5.90
H 2.61 -0.94 4.33
H 4.11 -1.87 4.56
C -0.38 0.55 9.11
O 0.60 -0.48 9.10
C 1.93 0.03 9.22
C 2.46 -0.14 10.65
O 1.74 0.69 11.57
C 0.79 -0.05 12.33
H -1.36 0.09 9.24
H -0.22 1.26 9.93
H -0.37 1.08 8.15
H 1.97 1.08 8.91
H 2.56 -0.55 8.54
H 3.51 0.19 10.67
H 2.43 -1.19 10.96
H 1.30 -0.66 13.08
H 0.18 -0.70 11.69
H 0.13 0.66 12.84
C -0.86 9.55 -4.21
O -2.17 9.05 -3.99
C -2.59 8.16 -5.04
C -2.49 6.70 -4.60
O -1.12 6.31 -4.42
C -0.74 6.27 -3.05
H -0.51 10.03 -3.29
H -0.15 8.75 -4.47
H -0.87 10.30 -5.01
H -2.03 8.35 -5.96
H -3.64 8.39 -5.24
H -2.90 6.07 -5.39
H -3.07 6.51 -3.69
H -1.18 5.40 -2.57
H -1.05 7.18 -2.52
H 0.35 6.19 -3.00
C 3.67 -3.61 11.78
O 4.35 -2.52 12.39
C 4.02 -2.37 13.77
C 5.13 -2.93 14.67
O 5.23 -4.36 14.54
C 6.32 -4.74 13.71
H 4.13 -3.80 10.80
H 3.74 -4.52 12.38
H 2.62 -3.35 11.63
H 3.06 -2.84 13.99
H 3.92 -1.30 13.96
H 4.87 -2.73 15.71
H 6.09 -2.45 14.45
H 7.26 -4.60 14.25
H 6.35 -4.18 12.77
H 6.21 -5.81 13.47
```

The total energy comes out at -4100.791436 Eh. As for the net charge: +1. Its spin multiplicity is 1.


4.
# C5H9FO2

C5H9FO2 in the gas phase at a distorted geometry (the ωB97M-V functional and the def2-TZVPD basis, the OMol25 dataset).

Geometry as XYZ:
```
17
Properties=species:S:1:pos:R:3
C -2.44 -0.96 0.07
C -1.26 -0.05 -0.14
C 1.06 0.46 0.25
C 2.55 -0.26 0.16
C 0.94 1.80 0.17
H -2.76 -1.18 1.08
H -3.50 -0.42 0.06
H -2.55 -1.98 -0.55
H -1.17 0.05 -1.29
H -1.61 1.09 0.26
H 3.26 0.36 -0.64
H 3.10 -0.50 1.31
H 0.73 -1.01 -0.50
H 1.78 2.34 -0.03
O 0.03 -0.60 0.37
O 2.10 -1.56 -0.37
F -0.27 2.43 -0.19
```

As for the net charge: 0. Its spin multiplicity is 1. As for the relative energy (zero: lowest compared OMol25 entry of this formula, charge and spin): 175.1 kcal per mole.


5.
# C3H9N2

A gas-phase ion, C3H9N2 (charge +1) at a distorted geometry (the ωB97M-V functional and the def2-TZVPD basis, the OMol25 dataset).

Geometry as XYZ:
```
14
Properties=species:S:1:pos:R:3
C 1.83 -0.12 0.25
N 0.65 0.57 -0.21
C -0.56 0.05 0.56
C -1.56 -0.86 -0.28
N -1.93 0.51 0.17
H 2.41 -0.24 -0.55
H 2.30 0.39 1.04
H 1.62 -1.14 0.46
H 0.34 0.56 -1.14
H 0.58 1.56 -0.07
H -0.29 0.03 1.67
H -1.44 -0.88 -1.44
H -2.07 -1.67 0.12
H -1.88 1.23 -0.58
```

As for the net charge: +1. As for the SMILES: C[NH2+][C@@H]1CN1. Its spin multiplicity is 1. As for the relative energy (zero: lowest compared OMol25 entry of this formula, charge and spin): 75.7 kcal per mole.


6.
# C4H5NO

C4H5NO in the gas phase at a distorted geometry (the ωB97M-V functional and the def2-TZVPD basis, the OMol25 dataset).

Geometry as XYZ:
```
11
Properties=species:S:1:pos:R:3
N 1.22 0.23 0.95
C 1.14 -0.32 -0.39
C 0.24 0.97 0.24
C -1.00 0.13 -0.11
O -1.00 -1.01 0.73
C -0.26 -1.04 -0.51
H 0.70 -0.38 1.59
H 1.06 0.67 -1.00
H 0.34 2.06 0.21
H -1.94 0.51 -0.50
H -0.51 -1.84 -1.20
```

As for the net charge: 0. As for the SMILES: N1[C@@H]2[C@H]1[C@@H]1O[C@H]21. Its spin multiplicity is 1. As for the relative energy (zero: lowest compared OMol25 entry of this formula, charge and spin): 138.6 kcal per mole.


Which of these has the lowest net charge? C28H45GeN5Se5SiTi